Record 1
Density functional theory data (ωB97M-V/def2-TZVPD) for a single C15H14ClF3N4O2S molecule.

Element x y z (Å)
C: -1.579 1.479 -0.423
N: -1.173 0.109 -0.283
C: -1.211 -0.843 -1.244
N: -0.766 -2.001 -0.825
C: -0.414 -1.807 0.460
C: -0.671 -0.503 0.837
C: -0.371 0.243 2.077
O: 0.088 1.375 2.038
N: -0.630 -0.369 3.254
C: -1.270 -1.641 3.470
H: -2.091 -1.484 4.181
H: -1.686 -2.026 2.542
C: -0.245 -2.628 4.069
O: 0.790 -1.947 4.741
C: 0.316 -0.828 5.450
H: 1.159 -0.464 6.039
C: -0.175 0.263 4.480
H: -0.987 0.844 4.934
H: 0.631 0.946 4.208
H: -0.489 -1.129 6.137
H: 0.250 -3.212 3.290
H: -0.757 -3.318 4.757
H: 0.033 -2.601 1.023
S: -1.851 -0.562 -2.854
C: -0.455 0.215 -3.569
N: 0.557 0.522 -2.776
C: 1.630 1.095 -3.283
C: 1.740 1.399 -4.634
C: 0.674 1.101 -5.485
C: -0.445 0.501 -4.945
Cl: -1.806 0.100 -5.907
H: 0.726 1.327 -6.539
C: 2.963 2.079 -5.177
F: 2.821 3.419 -5.201
F: 3.239 1.711 -6.436
F: 4.059 1.829 -4.450
H: 2.421 1.316 -2.581
H: -1.166 2.052 0.406
H: -1.189 1.880 -1.358
H: -2.669 1.557 -0.426

Its orbital gap is 9.1898 eV. The calculation puts the LUMO energy at 0.22 eV. The value obtained for the HOMO energy is -0.3295 Eh.

=====

Record 2
Density functional theory data (ωB97M-V/def2-TZVPD) for a single C5H11NSi molecule.

Element x y z (Å)
C: 2.697 0.191 0.091
C: -1.650 -0.888 -0.114
C: -0.352 0.958 1.167
C: -0.364 0.709 -1.276
C: -0.304 -0.088 0.071
N: 3.581 0.895 0.271
Si: 1.318 -1.062 0.060
H: -1.674 -1.370 -1.146
H: -1.673 -1.768 0.569
H: -2.571 -0.297 0.145
H: 0.218 1.867 1.073
H: -0.058 0.534 2.098
H: -1.312 1.293 1.423
H: -1.283 1.191 -1.188
H: 0.515 1.491 -1.356
H: -0.429 -0.023 -2.108
H: 1.515 -1.915 -1.119
H: 1.826 -1.718 1.337

Its orbital gap is 11.5299 eV. The calculation puts the LUMO energy at 0.62 eV. The value obtained for the HOMO energy is -0.4011 Eh. As for the energy relative to the best compared isomer or geometry (same formula, charge and spin): 40.2 kcal per mole.

=====

Record 3
Density functional theory data (ωB97M-V/def2-TZVPD) for a molecular structure, C13H22BILuN5O.

Element x y z (Å)
C: 2.227 -0.654 -3.402
I: -2.742 -0.172 -3.667
H: 2.301 -1.202 -4.363
H: 2.244 -1.348 -2.511
H: 2.093 0.433 -3.398
C: -0.675 2.982 1.506
C: -1.853 2.363 1.337
N: -1.740 1.503 0.215
C: -0.379 1.467 -0.165
N: 0.224 2.363 0.635
H: -0.382 3.743 2.254
H: -2.850 2.612 1.741
C: 1.361 -2.553 0.627
C: 0.612 -0.879 -0.634
N: 1.455 -1.217 0.352
H: 0.029 -4.067 -0.257
N: -0.068 -2.064 -0.959
H: 1.976 -3.031 1.375
Lu: -1.794 -0.556 -1.049
C: 0.458 0.526 -1.087
O: 1.178 1.067 -1.943
C: 0.354 -3.059 -0.100
C: -0.578 -2.588 -2.218
H: -1.339 -1.954 -2.748
H: -1.173 -3.495 -1.983
H: 0.278 -2.761 -2.890
C: 2.478 -0.420 1.006
H: 3.232 -1.151 1.302
H: 2.026 -0.061 1.924
H: 2.893 0.356 0.362
C: 1.598 2.844 0.703
H: 1.585 3.938 0.901
H: 2.141 2.628 -0.245
H: 2.136 2.466 1.603
C: -3.097 1.520 -0.453
H: -3.392 0.725 -1.215
H: -3.222 2.475 -0.985
H: -3.830 1.466 0.372
B: -0.725 -0.560 3.429
C: -1.409 -1.011 2.155
N: -1.902 -1.249 1.119
H: -1.623 -0.142 4.095
H: 0.143 0.285 3.327
H: -0.245 -1.570 3.928

Its total charge is -2. Its orbital gap (alpha / beta) is 2.3452 / 2.3980 eV. The calculation puts the LUMO energy (alpha / beta) at 4.63 / 4.51 eV. The value obtained for the HOMO energy (alpha / beta) is 0.0840 / 0.0774 Eh.

=====

Record 4
Density functional theory data (ωB97M-V/def2-TZVPD) for a molecular structure, C34H70NO26Zn.

Element x y z (Å)
Zn: -18.381 -19.267 5.207
C: -17.571 -20.718 9.959
C: -17.921 -20.265 8.540
O: -17.935 -21.050 7.575
O: -18.203 -19.088 8.213
H: -18.196 -21.534 10.319
H: -17.518 -19.953 10.733
H: -16.618 -21.235 10.075
C: -14.303 -28.624 11.937
O: -15.214 -27.580 11.452
C: -14.757 -27.046 10.222
C: -15.864 -26.118 9.675
O: -16.953 -26.885 9.210
C: -18.167 -26.222 8.893
C: -19.281 -27.305 8.455
O: -18.910 -27.711 7.148
C: -19.897 -28.210 6.322
H: -13.904 -29.287 11.170
H: -14.792 -29.306 12.633
H: -13.354 -28.193 12.255
H: -14.658 -27.900 9.552
H: -13.815 -26.520 10.376
H: -15.459 -25.457 8.909
H: -16.119 -25.444 10.493
H: -17.975 -25.579 8.034
H: -18.563 -25.617 9.708
H: -20.283 -26.877 8.448
H: -19.381 -28.200 9.069
H: -20.497 -28.952 6.848
H: -19.451 -28.664 5.437
H: -20.534 -27.383 6.005
C: -11.382 -17.839 10.372
O: -12.554 -17.025 10.324
C: -13.382 -17.191 11.516
C: -14.638 -16.351 11.246
O: -14.278 -14.973 11.363
C: -15.434 -14.114 11.502
C: -14.993 -12.589 11.633
O: -14.503 -12.345 12.934
C: -14.161 -10.968 13.093
H: -10.599 -17.245 10.844
H: -11.001 -18.068 9.378
H: -11.533 -18.797 10.871
H: -12.844 -16.803 12.381
H: -13.778 -18.199 11.640
H: -15.456 -16.607 11.920
H: -14.937 -16.578 10.222
H: -15.951 -14.478 12.390
H: -16.129 -14.311 10.686
H: -15.885 -11.978 11.496
H: -14.261 -12.371 10.856
H: -15.022 -10.310 12.974
H: -13.402 -10.655 12.375
H: -13.710 -10.838 14.077
C: -17.562 -21.098 -0.087
O: -18.399 -22.127 0.486
C: -18.588 -22.274 1.822
O: -18.345 -21.393 2.655
O: -19.021 -23.561 2.130
C: -19.155 -24.632 1.182
H: -17.972 -20.821 -1.058
H: -16.513 -21.386 -0.161
H: -17.743 -20.190 0.489
H: -20.018 -24.347 0.582
H: -19.437 -25.561 1.679
H: -18.362 -24.826 0.459
C: -14.014 -17.071 2.768
O: -13.324 -17.846 3.721
C: -13.957 -18.579 4.718
O: -15.158 -18.762 4.869
O: -12.983 -19.178 5.487
C: -13.262 -20.305 6.274
H: -13.356 -16.659 2.003
H: -14.641 -16.255 3.128
H: -14.706 -17.726 2.240
H: -14.060 -20.150 7.001
H: -12.299 -20.528 6.731
H: -13.519 -21.040 5.511
C: -16.911 -20.475 14.916
O: -15.745 -19.660 14.913
C: -15.571 -18.750 15.974
O: -16.289 -18.604 16.940
O: -14.418 -18.012 15.715
C: -14.177 -16.851 16.491
H: -16.909 -21.165 14.072
H: -17.822 -19.877 14.884
H: -16.937 -21.074 15.826
H: -14.969 -16.771 17.235
H: -14.104 -15.903 15.959
H: -13.233 -16.977 17.020
C: -19.961 -16.649 15.325
O: -20.147 -17.149 14.009
C: -21.055 -18.018 13.823
O: -21.939 -18.380 14.607
O: -20.999 -18.381 12.573
C: -21.780 -19.426 12.031
H: -19.919 -17.519 15.980
H: -20.792 -15.991 15.583
H: -18.991 -16.174 15.474
H: -22.847 -19.204 12.043
H: -21.705 -20.433 12.441
H: -21.314 -19.551 11.053
C: -22.274 -22.397 6.476
O: -23.197 -21.796 5.638
C: -22.948 -20.628 5.169
O: -21.874 -19.995 5.333
O: -24.076 -20.076 4.560
C: -24.182 -18.842 3.927
H: -22.701 -23.348 6.793
H: -21.923 -21.990 7.424
H: -21.429 -22.586 5.813
H: -25.173 -18.392 3.981
H: -24.121 -18.982 2.848
H: -23.403 -18.135 4.212
C: -27.480 -18.301 9.048
O: -26.369 -18.106 8.143
C: -25.525 -17.156 8.348
O: -25.652 -16.228 9.129
O: -24.387 -17.508 7.660
C: -23.207 -16.763 8.033
H: -28.160 -17.451 9.014
H: -27.145 -18.300 10.086
H: -27.975 -19.240 8.800
H: -22.489 -17.104 7.287
H: -22.825 -17.043 9.015
H: -23.410 -15.694 7.972
C: -13.121 -23.718 13.950
C: -12.951 -23.294 12.576
N: -12.869 -22.953 11.465
H: -12.206 -23.615 14.533
H: -13.382 -24.771 13.846
H: -13.895 -23.084 14.384

Its total charge is +1. Its orbital gap is 2.7703 eV. The calculation puts the LUMO energy at -8.06 eV. The value obtained for the HOMO energy is -0.3979 Eh.

=====

Record 5
Density functional theory data (ωB97M-V/def2-TZVPD) for 2 unconnected molecules or ions with the total composition CFO3.

Element x y z (Å)
C: -0.771 -0.142 0.031
O: -1.032 0.392 -0.972
O: -0.828 -0.840 0.958
O: 1.436 0.937 0.216
F: 1.913 -0.337 -0.257

Its total charge is -1. Its orbital gap is 7.0246 eV. The calculation puts the LUMO energy at 4.06 eV. The value obtained for the HOMO energy is -0.1089 Eh. As for the energy relative to the best compared isomer or geometry (same formula, charge and spin): 19.1 kcal per mole.